Record 1
The following is a quantum chemistry calculation of a cluster of 2 separate species, C3H9NS2 in total in a non-equilibrium geometry, from the Open Molecules 2025 dataset.

Geometry as ORCA input:
```
! wB97M-V def2-TZVPD RIJCOSX def2/J DEFGRID3
* xyz 0 1
C -0.4414 0.6133 -2.3316
N 0.1589 -0.4632 -2.6058
C -0.5425 -1.7145 -2.1953
H -0.2368 1.5545 -2.8446
H -1.3341 0.6154 -1.6947
H -1.1385 -1.9875 -3.0616
H 0.2886 -2.3523 -1.9027
H -1.2659 -1.5128 -1.4008
C -1.3133 1.3388 1.1582
S 0.5545 1.0305 0.9611
S 0.5651 -0.8339 1.7514
H -1.6153 0.2951 1.1020
H -1.5508 1.6760 2.1604
H -1.6398 1.8770 0.2793
H 1.9176 -0.9355 1.7182
*
```

Its molar mass is 123.25 g/mol. Its HOMO-LUMO gap is 8.6 eV. As for the SMILES: C=NC.CSS. The energy above the lowest of the compared OMol25 structures with the same formula, charge and spin comes out at 45.6 kcal per mole. For the lowest unoccupied orbital energy, the calculation gives 0.021 Eh. The value obtained for the highest occupied orbital energy is -8.048 eV.

=====

Record 2
The following is a quantum chemistry calculation of a structure of composition C31H57N4O2P2Zn in a non-equilibrium geometry, from the Open Molecules 2025 dataset.

Geometry as ORCA input:
```
! wB97M-V def2-TZVPD RIJCOSX def2/J DEFGRID3
* xyz 1 1
C -1.6052 1.8959 -0.9336
C 0.4017 1.0312 -1.9944
C -1.8346 2.7944 -1.9783
C 0.2978 2.1363 -2.9192
C -0.8356 2.9395 -2.9597
H -2.7577 3.3525 -2.0095
H 1.1038 2.3026 -3.6455
H -0.9722 3.6724 -3.7722
N -0.5697 1.0347 -0.9753
P -1.7701 1.1192 1.7858
P 1.1416 -1.5458 -1.3055
C -2.5801 1.8245 0.2597
H -3.0228 2.8176 0.4482
H -3.4133 1.1556 -0.0235
C -0.2208 -1.7347 2.6370
O 0.1193 -2.5117 3.4047
C 1.3999 0.0756 -2.0364
H 2.2733 0.2216 -2.6917
C 2.8094 -2.4295 -0.7951
C 0.4754 -2.2362 -2.9183
C -0.8652 2.5996 2.5674
C -3.1910 0.5342 2.8767
C 2.9105 -2.5014 0.7393
H 2.1218 -3.1254 1.1759
H 3.8832 -2.9453 1.0088
H 2.8661 -1.5162 1.2071
C 2.8685 -3.8638 -1.3348
H 2.0291 -4.4711 -0.9751
H 2.8980 -3.9015 -2.4282
H 3.7925 -4.3415 -0.9744
C 3.9980 -1.6200 -1.3018
H 4.9220 -2.1785 -1.0623
H 3.9966 -1.4862 -2.3897
H 4.0263 -0.6409 -0.8079
C -0.0209 -3.6707 -2.6751
H -0.4747 -3.7963 -1.6776
H -0.7901 -3.8865 -3.4277
H 0.7827 -4.4062 -2.7906
C -0.7153 -1.3650 -3.3528
H -1.4477 -1.2395 -2.5459
H -0.3937 -0.3761 -3.6961
H -1.1981 -1.8619 -4.1997
C 1.5907 -2.1506 -3.9759
H 2.3067 -1.3323 -3.8221
H 2.1500 -3.0915 -4.0638
H 1.1080 -1.9498 -4.9439
C -2.6225 0.1130 4.2451
H -3.4435 -0.3353 4.8269
H -1.8287 -0.6416 4.1361
H -2.2338 0.9604 4.8257
C -3.8468 -0.6986 2.2312
H -4.2689 -0.4730 1.2421
H -3.1608 -1.5498 2.1458
H -4.6774 -1.0143 2.8833
C -4.2816 1.6021 3.0353
H -4.5504 2.0644 2.0753
H -5.1813 1.1041 3.4281
H -4.0148 2.3890 3.7488
C -0.2153 3.4139 1.4375
H -0.9668 3.9315 0.8246
H 0.4394 4.1815 1.8818
H 0.3990 2.7857 0.7776
C 0.2332 2.0630 3.5083
H 1.0264 1.5590 2.9354
H 0.6855 2.9311 4.0284
H -0.1600 1.3607 4.2659
C -1.7877 3.5255 3.3743
H -2.6372 3.8940 2.7837
H -2.1538 3.0599 4.2995
H -1.1948 4.4027 3.6819
Zn -0.4286 -0.4534 0.4428
N 1.6574 0.5193 0.9905
C 2.4751 0.9679 0.2743
C 3.6044 1.8991 -0.0426
C 4.0778 1.9364 -1.5023
C 3.0760 3.3225 0.2354
C 4.7555 1.4753 0.9156
H 4.4260 0.9679 -1.8693
H 3.2577 2.2711 -2.1480
H 4.9192 2.6548 -1.6248
H 2.6388 3.3839 1.2498
H 3.8427 4.1285 0.1326
H 2.2684 3.5125 -0.4962
H 5.7647 1.4694 0.4459
H 4.7395 2.1209 1.8209
H 4.5713 0.4431 1.2631
C -4.3848 -2.0688 -1.5797
N -3.5273 -3.0534 -0.9277
C -2.4058 -2.7368 -0.2955
N -1.6618 -3.7356 0.2991
O -2.0061 -1.5080 -0.3036
H -3.8973 -1.0847 -1.5793
H -5.3422 -1.9888 -1.0482
H -4.5706 -2.3705 -2.6172
H -3.8277 -4.0378 -0.9167
H -1.0003 -3.4152 1.0255
H -2.1736 -4.5795 0.5263
*
```

Its molar mass is 645.16 g/mol. Its HOMO-LUMO gap is 6.2 eV. The energy above the lowest of the compared OMol25 structures with the same formula, charge and spin comes out at 1.4 kcal per mole. For the lowest unoccupied orbital energy, the calculation gives -0.089 Eh. The value obtained for the highest occupied orbital energy is -8.619 eV.

=====

Number 1: energy -26415.698 eV. Number 2: energy -110118.783 eV.